[1]
C3H3O2Y as an isolated structure at a distorted geometry. Source: the Open Molecules 2025 dataset; level of theory: ωB97M-V/def2-TZVPD.

The calculation puts the strongest force on any atom at 4.124 eV/Å. For the HOMO-LUMO gap (spin up / spin down), the calculation gives 6.69 / 9.59 eV. Its energy above the lowest of the compared OMol25 structures with the same formula, charge and spin is 0.0 kJ/mol. Its expectation value of S² is 0.750. For the HOMO energy (spin up / spin down), the calculation gives -20.02 / -22.80 eV. As for the charge: +3. The value obtained for the total energy is -8260.953 eV. As for the multiplicity: 2.

Structure (XYZ):
```
9
Properties=species:S:1:pos:R:3:forces:R:3
O 0.553183 0.359364 0.631035 -2.042 1.081 -0.400
C -0.449951 0.912542 0.813502 3.666 -1.791 0.599
O -1.400100 1.452850 1.210462 -2.520 0.821 -0.127
Y -3.951470 1.848030 1.489384 0.525 0.076 0.048
C 2.816879 -1.442094 -0.816311 1.768 -1.112 -0.767
C 4.028298 -1.275638 -0.488409 -1.456 0.650 0.358
H 1.920170 -1.816896 -1.305926 -0.165 0.514 0.453
H 4.697747 -1.986300 -1.013690 0.049 -0.114 -0.080
H 4.449446 -0.548566 0.214271 0.174 -0.125 -0.083
```
Forces are in eV/Å.

Atom charges from the Mulliken analysis, given in e for atoms 1 to 4: -0.208, 0.733, -0.445, 1.920

[2]
A 2-piece molecular cluster, C2HBrN2O2 overall at a distorted geometry. Source: the Open Molecules 2025 dataset; level of theory: ωB97M-V/def2-TZVPD.

The calculation puts the strongest force on any atom at 3.982 eV/Å. For the HOMO-LUMO gap (spin up / spin down), the calculation gives 8.31 / 8.20 eV. Its energy above the lowest of the compared OMol25 structures with the same formula, charge and spin is 486.3 kJ/mol. For the HOMO energy (spin up / spin down), the calculation gives -9.95 / -9.32 eV. The value obtained for the total energy is -79201.580 eV.

Structure (XYZ):
```
8
Properties=species:S:1:pos:R:3:forces:R:3
C -0.791833 0.456923 1.112696 1.865 2.305 -2.657
C -0.338147 1.148219 -0.069131 -0.677 -1.219 0.487
N -1.260774 -0.025287 2.028923 -0.867 -1.101 1.849
N 0.588517 -1.309658 -0.584047 -3.208 0.754 0.920
O -0.082710 -2.205073 -0.134459 2.094 0.392 -0.915
O 1.635278 -0.993525 -0.989541 1.209 -1.976 -0.232
Br 1.367136 1.711344 -0.545802 -0.735 0.562 0.670
H -1.117470 1.217057 -0.818636 0.318 0.282 -0.122
```
Forces are in eV/Å.

Atom charges from the Mulliken analysis, given in e for atoms 1 to 4: 0.444, -0.526, -0.322, 0.800

[3]
An isolated ion of composition C8H15N2O and charge +1 at a distorted geometry. Source: the Open Molecules 2025 dataset; level of theory: ωB97M-V/def2-TZVPD.

The calculation puts the strongest force on any atom at 3.145 eV/Å. For the HOMO-LUMO gap, the calculation gives 9.78 eV. Its energy above the lowest of the compared OMol25 structures with the same formula, charge and spin is 239.3 kJ/mol. For the HOMO energy, the calculation gives -12.98 eV. As for the charge: +1. The value obtained for the total energy is -13558.810 eV.

Structure (XYZ):
```
26
Properties=species:S:1:pos:R:3:forces:R:3
C 2.903044 -0.609622 -0.132762 0.324 -0.614 -0.832
C 1.423671 -0.625729 0.100817 -1.954 0.364 0.626
N 0.805425 -1.718322 0.591859 1.324 0.419 -0.216
C -0.490689 -2.264962 0.200700 -1.354 -0.616 2.771
O -1.170902 -1.508559 -0.678550 0.345 1.128 -2.179
C -1.556760 -0.239439 -0.295158 0.136 -0.605 -0.585
C -3.002808 -0.186504 -0.050260 -0.975 0.489 0.388
C -0.690229 0.781293 -0.179710 0.472 -1.117 2.122
C -1.124947 2.047109 0.555874 -0.140 2.215 -0.043
N 0.739118 0.494840 -0.175486 0.181 -2.170 -0.659
C 1.505064 1.518169 -0.782601 1.904 0.655 0.357
H 2.958633 -0.581707 -1.345547 0.482 -0.363 2.989
H 3.339805 -1.547964 0.343012 -0.310 1.261 -1.025
H 3.377300 0.307821 0.322322 -0.380 -1.109 -0.711
H 1.422814 -2.424925 0.982134 -0.051 0.215 -0.268
H -0.264567 -3.248702 -0.239506 -0.543 0.283 0.224
H -1.204510 -2.300223 1.120501 1.652 -0.681 -0.985
H -3.240046 -0.665851 0.916563 0.219 0.484 0.001
H -3.670156 -0.732172 -0.727241 0.719 0.092 -0.416
H -3.292295 0.861407 -0.063132 -0.451 -0.145 0.364
H -1.970590 2.536852 -0.006859 0.764 -0.554 0.702
H -0.406078 2.946549 0.767486 -0.705 -2.095 -0.901
H -1.472995 1.781505 1.569794 -0.053 0.025 -0.503
H 0.844430 2.001512 -1.391098 -1.423 1.920 -1.583
H 1.880877 2.142627 0.004292 0.282 0.807 0.155
H 2.357388 1.234985 -1.407439 -0.462 -0.288 0.205
```
Forces are in eV/Å.

Atom charges from the Mulliken analysis, given in e for atoms 1 to 4: -1.365, 0.983, -0.221, -0.353

[4]
C17H42ClIOP3Rh as an isolated structure at a distorted geometry. Source: the Open Molecules 2025 dataset; level of theory: ωB97M-V/def2-TZVPD.

The calculation puts the strongest force on any atom at 2.124 eV/Å. For the HOMO-LUMO gap (spin up / spin down), the calculation gives 7.64 / 6.17 eV. Its energy above the lowest of the compared OMol25 structures with the same formula, charge and spin is 0.0 kJ/mol. Its expectation value of S² is 6.014. For the HOMO energy (spin up / spin down), the calculation gives -13.86 / -14.98 eV. As for the charge: +2. The value obtained for the total energy is -71840.682 eV. As for the multiplicity: 5.

Structure (XYZ):
```
66
Properties=species:S:1:pos:R:3:forces:R:3
C 0.009889 1.157302 -2.863188 -0.108 0.406 -1.462
C 0.072330 1.255279 -1.396742 0.246 1.233 1.135
H 0.007654 2.159852 -3.304208 0.025 -0.062 0.010
H -0.895612 0.632414 -3.186445 0.141 0.068 0.042
H 0.859557 0.593179 -3.268079 -0.158 0.124 0.129
O 0.172843 2.248153 -0.716753 -0.137 -1.890 -0.959
I 0.055045 -0.807435 1.791360 0.067 -0.960 0.311
Rh -0.010297 -0.746963 -0.933292 0.101 -0.477 0.519
P 2.291225 -0.570779 -0.475737 1.387 0.794 0.827
C 2.889692 0.557753 0.871626 -0.132 0.037 -0.131
C 2.980884 -2.193986 0.003433 -0.177 -0.113 -0.344
H 4.068977 -2.201886 -0.148816 -0.263 0.087 -0.002
H 4.261815 0.058750 -1.716268 -0.241 -0.004 -0.140
H 2.514493 -2.968011 -0.618205 0.210 0.082 0.160
H 2.950317 -0.511931 -2.810750 0.183 0.165 0.151
H 2.751909 0.094130 1.855612 0.069 0.090 -0.401
H 2.759619 -2.399902 1.059515 -0.016 0.151 -0.349
C 3.184224 0.093688 -1.925336 -0.072 -0.340 -0.064
H 3.955433 0.790940 0.740426 -0.233 -0.187 -0.207
H 2.883520 1.136198 -2.103412 0.101 -0.297 0.111
H 2.325354 1.499538 0.847536 0.090 -0.199 -0.065
P -2.286924 -0.518636 -0.405659 -1.355 0.588 0.559
C -2.880605 0.606082 0.933774 0.070 0.047 -0.015
C -3.206020 0.090199 -1.862461 0.081 -0.232 0.084
H -2.550283 -2.906062 -0.592488 -0.209 0.098 0.184
H -4.079064 -2.113128 -0.074102 0.271 0.040 0.027
H -2.749438 -2.369870 1.104380 -0.007 0.105 -0.307
C -2.988292 -2.139518 0.058124 0.192 -0.028 -0.231
H -2.995332 -0.561706 -2.719470 -0.152 0.171 0.128
H -4.277109 0.066577 -1.620576 0.224 0.013 -0.175
H -3.978605 0.659261 0.903417 0.257 -0.107 -0.167
H -2.486885 1.622804 0.813987 -0.079 -0.268 -0.117
H -2.906220 1.120987 -2.093718 -0.116 -0.256 0.073
H -2.580829 0.235671 1.921991 -0.153 0.031 -0.427
Cl -0.136970 -2.579550 -2.281020 0.069 0.455 0.269
C 0.160027 0.543059 5.158935 0.168 0.025 0.141
C -0.695494 1.391791 4.202226 -0.018 -0.585 -0.613
C -1.769176 2.183801 4.949369 -0.332 0.456 0.148
P 0.356891 2.358997 2.955880 -0.679 1.073 1.018
C -0.609707 3.540312 1.883375 0.011 -0.566 -0.437
C -1.861225 4.201345 2.470405 -0.124 0.059 0.213
C 0.322144 4.567677 1.217618 -0.017 -0.137 0.135
C 1.662680 3.359531 3.814452 0.415 -0.193 -0.539
C 0.975155 4.140185 4.929291 -0.248 0.133 0.488
C 2.828891 2.471208 4.266622 0.051 0.013 0.183
H 0.643328 1.181325 5.910648 -0.107 -0.286 -0.122
H 0.931139 -0.043440 4.638509 -0.164 0.208 0.143
H -0.487790 -0.178204 5.689341 0.193 0.408 -0.252
H -1.205667 0.663801 3.538772 0.129 0.571 0.368
H -1.407264 3.141310 5.346582 -0.221 -0.388 -0.075
H -2.637292 2.393365 4.312224 0.275 -0.091 0.273
H -2.117352 1.581868 5.802617 0.129 0.137 -0.278
H -0.941195 2.861982 1.092724 0.023 0.144 -0.019
H -1.652608 4.689952 3.429661 -0.243 -0.045 -0.285
H -2.201532 4.961143 1.753402 0.151 -0.113 0.214
H -2.693774 3.497305 2.591326 0.292 0.178 0.071
H 1.171186 4.089856 0.721102 -0.012 0.099 0.164
H -0.246471 5.083041 0.435761 0.094 -0.023 0.209
H 0.679375 5.306646 1.944043 -0.076 -0.064 -0.238
H 2.047970 4.091716 3.082031 -0.220 -0.472 0.105
H 0.533392 3.453387 5.662258 0.228 0.333 -0.057
H 1.703534 4.778694 5.453909 -0.137 -0.244 -0.224
H 0.180186 4.797493 4.542035 0.302 -0.212 0.167
H 3.370291 2.059425 3.406777 -0.096 0.104 0.171
H 3.532248 3.069122 4.856956 -0.094 -0.107 -0.127
H 2.493513 1.637512 4.891793 0.148 0.221 -0.100
```
Forces are in eV/Å.

Atom charges from the Mulliken analysis, given in e for atoms 1 to 4: -0.904, 0.398, 0.359, 0.212

[5]
C8H32O14PV as an isolated structure at a distorted geometry. Source: the Open Molecules 2025 dataset; level of theory: ωB97M-V/def2-TZVPD.

The calculation puts the strongest force on any atom at 4.073 eV/Å. For the HOMO-LUMO gap, the calculation gives 5.49 eV. Its energy above the lowest of the compared OMol25 structures with the same formula, charge and spin is 0.0 kJ/mol. For the HOMO energy, the calculation gives -1.25 eV. As for the charge: -2. The value obtained for the total energy is -72459.433 eV.

Structure (XYZ):
```
56
Properties=species:S:1:pos:R:3:forces:R:3
O -0.070601 -1.094089 0.355789 0.654 0.950 0.158
V -0.165075 0.319100 -0.413723 -2.112 -3.269 -1.201
O 1.159303 0.492818 -1.304225 0.632 0.233 0.018
P -2.655480 0.527722 -1.389433 -1.797 -2.072 -1.833
O -1.466016 -0.392469 -1.875964 2.656 1.501 0.904
O -3.869523 -0.376896 -1.464517 -0.315 1.341 0.286
O -2.646344 1.844899 -2.192893 0.398 0.125 1.258
O -2.188515 0.674873 0.117196 1.177 1.453 1.054
C 3.371443 -1.051027 0.650046 -0.555 0.277 -0.163
O 4.517013 -1.535108 1.348320 0.499 0.091 0.008
H 3.473355 0.005956 0.386628 0.272 -0.070 0.056
H 3.237549 -1.595585 -0.284724 -0.073 -0.050 0.097
H 2.451795 -1.122806 1.233619 -0.004 -0.207 -0.097
H 4.261757 -1.892668 2.196832 -0.240 -0.020 0.027
C 2.090951 1.476903 -4.677841 0.157 0.738 -0.301
O 3.462306 1.879057 -4.513252 0.205 -0.313 0.193
H 1.685449 0.894828 -3.851836 0.171 -0.106 0.054
H 1.543403 2.419969 -4.707490 -0.199 -0.219 -0.082
H 2.004623 0.962208 -5.641606 -0.238 -0.122 0.181
H 3.909453 1.221083 -3.974629 -0.116 -0.004 0.032
C -4.042759 -1.535737 1.868429 -0.600 0.225 -0.474
O -2.648380 -1.361435 1.779997 0.031 -0.254 0.406
H -4.552877 -0.627534 2.212694 0.098 0.044 0.028
H -4.461528 -1.783218 0.887232 0.036 0.038 -0.003
H -4.294837 -2.337232 2.569160 0.279 -0.063 0.063
H -2.459797 -0.624003 1.128145 0.020 0.126 -0.237
C -0.568638 3.802374 -0.016574 0.497 -1.133 0.479
O -0.332954 2.716061 -0.914638 -0.085 0.957 -0.327
H -1.233434 3.422575 0.766076 -0.518 0.568 -0.222
H 0.365740 4.026198 0.510950 0.145 0.033 -0.279
H -0.875783 4.696416 -0.555340 -0.395 -0.005 0.178
H -1.129480 2.664446 -1.525025 -0.406 -0.734 0.054
C -0.170788 -3.382737 2.874500 0.100 -0.113 -0.010
O -1.482357 -3.330496 3.384716 -0.304 -0.045 0.256
H -0.134554 -3.848965 1.884990 0.027 0.157 -0.060
H 0.293064 -2.393870 2.812949 -0.041 0.001 -0.133
H 0.424052 -4.003104 3.553872 -0.056 0.034 0.027
H -1.992623 -2.670935 2.874166 0.404 0.083 -0.155
C 0.193549 1.035077 2.729400 0.626 -0.229 0.657
O 0.782392 1.250181 1.451145 -0.827 0.099 0.008
H -0.172354 1.965407 3.167822 -0.112 0.052 -0.108
H -0.602299 0.295462 2.699056 -0.094 0.098 -0.568
H 0.966663 0.618521 3.385965 -0.084 0.060 0.137
H 1.618469 1.703253 1.560776 0.071 0.031 -0.307
C 2.922077 3.450094 -1.602264 -0.370 -0.331 0.512
O 1.800557 3.774654 -2.381346 -0.076 0.488 -0.074
H 2.787779 2.450542 -1.168549 0.253 -0.081 -0.196
H 3.814931 3.484918 -2.224618 -0.016 -0.080 -0.059
H 3.063349 4.135285 -0.748570 -0.004 0.174 -0.121
H 1.003005 3.422225 -1.937634 0.197 -0.280 -0.090
C -2.107216 -4.435766 -0.229712 -1.356 -0.458 -0.173
O -2.349021 -3.099593 -0.594288 0.305 -0.819 0.560
H -2.868013 -5.073682 -0.713695 0.206 0.109 -0.324
H -1.133680 -4.837524 -0.531612 0.209 0.239 0.212
H -2.336562 -4.633073 0.827487 0.605 0.157 0.139
H -2.192540 -2.593551 0.218042 0.062 0.593 -0.445
```
Forces are in eV/Å.

Atom charges from the Mulliken analysis, given in e for atoms 1 to 4: -0.536, 0.730, -0.569, 0.931